Record 1
25
Properties=species:S:1:pos:R:3:forces:R:3 method="wB97M-V/def2-TZVPD" total_charge=-1 e_lumo_ev=3.3 homo_ev=-5.768 homo_lumo_gap_ev=9.08 e_above_lowest_ev=1.8799
O -0.6792 -1.6977 3.2074 -1.320 2.982 -2.030
O -2.3730 0.8589 -2.5246 0.784 1.042 1.192
O 1.8970 1.7356 0.5992 -0.795 -0.697 -0.191
O 1.1807 -3.4478 -1.1305 -1.260 -3.024 2.178
O 0.4965 -0.8712 -0.8970 2.818 -0.738 -2.946
O -1.0602 -1.2969 0.5607 0.506 0.073 0.497
O 2.5259 0.5004 -1.6313 -0.179 -3.282 0.208
N -1.8407 1.3146 0.5897 1.354 0.625 1.381
C -0.4094 0.9967 0.3283 -1.472 -0.448 -4.464
C 0.5389 1.5825 1.2464 4.393 2.581 -0.388
C -0.2249 -0.5276 -0.0128 -3.781 0.377 3.245
H -2.3798 0.5891 0.1558 -0.367 -0.471 0.139
H 2.0475 1.1303 -0.1833 -0.538 0.757 0.994
H 2.1483 -0.4649 -1.7038 0.557 2.794 0.643
H 0.4310 2.6852 1.4705 -0.990 -1.360 0.192
H -1.5761 0.6738 -1.9784 -0.478 -0.461 -0.763
H -0.8028 -1.3497 2.2030 -0.214 -0.714 2.254
H -2.5619 1.7403 -2.1339 -0.282 -0.624 -0.506
H -1.9631 1.2262 1.6169 -0.231 -0.101 -0.975
H 2.6013 0.7611 -2.5268 0.174 0.704 -1.345
H 0.5065 -3.5387 -0.3764 1.388 -0.294 -1.528
H 1.0566 -2.5370 -1.2092 -0.222 2.994 -0.617
H 0.8237 1.0139 2.1114 -0.839 -0.354 0.782
H -0.1586 1.3891 -0.7722 -0.360 0.002 2.251
H -0.2243 -2.4662 2.9910 1.353 -2.363 -0.204

Record 2
21
Properties=species:S:1:pos:R:3:forces:R:3 method="wB97M-V/def2-TZVPD" total_charge=0 e_lumo_ev=0.2 homo_ev=-8.600 homo_lumo_gap_ev=8.80 smiles=CCCS.O.O.O e_above_lowest_ev=1.9341
S 2.9844 -1.4040 0.7428 -0.354 1.172 0.456
O -1.8417 -0.6737 -3.4997 -2.563 1.317 2.663
O -1.6502 2.2250 -2.5511 -0.803 1.232 0.729
O -1.7122 -2.2753 0.0232 -1.203 3.228 -1.346
C 1.9090 0.2125 0.6426 0.526 -3.172 -1.286
C 0.6570 -0.0835 1.5268 -0.735 1.673 -0.953
C 0.5659 0.3625 3.0269 3.026 1.144 -0.874
H 1.5306 0.0182 -0.4206 0.574 1.057 1.403
H 2.5331 1.1388 0.7078 -0.852 -0.853 0.396
H -2.1491 0.2245 -3.1266 1.109 -1.985 -1.011
H 0.0623 0.5972 0.8820 -1.043 -0.370 0.992
H -2.1779 -1.6543 -0.6661 1.456 -1.884 1.899
H 0.4298 1.5040 3.1093 0.482 -1.666 -0.180
H -2.5136 2.6850 -2.5028 0.307 -0.604 -0.452
H 1.6125 0.0671 3.5144 -2.522 0.566 -0.514
H 0.2217 -1.1056 1.3355 0.859 0.950 0.195
H 4.0837 -0.9466 0.1488 0.219 0.086 -0.129
H -0.2988 -0.0566 3.4947 -0.205 -0.602 0.468
H -1.2206 -0.4897 -4.1565 1.533 0.662 -1.553
H -1.1846 2.7910 -1.9095 0.379 -0.622 -0.299
H -1.8412 -3.1364 -0.3219 -0.191 -1.329 -0.604

Record 3
22
Properties=species:S:1:pos:R:3:forces:R:3 method="wB97M-V/def2-TZVPD" total_charge=0 e_lumo_ev=0.6 homo_ev=-9.185 homo_lumo_gap_ev=9.76 smiles=OCCCS.O.O.O e_above_lowest_ev=0.8215
S 2.4625 -0.9785 -1.3999 -0.181 -0.458 0.222
O -2.6069 -0.7835 -0.3708 0.276 0.144 -0.142
O 2.8387 0.3415 2.5863 -0.710 -0.362 -0.201
O -1.1890 -2.7039 2.4163 -0.266 -0.543 -0.071
O -1.5709 1.8447 -0.4605 0.634 0.448 -0.287
C 0.7936 -0.3387 -1.6175 -0.346 1.374 -1.170
C -0.2034 1.5103 -0.0841 -0.655 -0.489 -0.852
C 0.6483 1.1746 -1.3200 -0.019 0.558 -0.101
H -0.0930 -0.8446 -1.2365 0.496 -0.586 0.464
H -2.2719 0.1077 -0.5982 -0.333 -0.163 0.198
H -1.5425 -3.5921 2.5952 0.253 0.478 -0.012
H 1.6177 1.6783 -1.3049 0.114 -0.317 0.393
H 2.3569 -0.4300 2.2408 0.423 0.210 0.157
H -1.5139 2.5160 -1.1579 -0.169 -0.190 0.255
H 2.1153 0.8502 2.9739 0.231 0.130 0.083
H -3.4192 -0.8780 -0.8753 -0.012 -0.022 0.021
H -0.3886 0.5884 0.4507 0.476 -0.050 0.709
H 0.1807 1.6730 -2.1822 -0.217 -0.234 0.079
H 0.2239 2.2914 0.5411 -0.029 -0.022 0.070
H -1.6080 -2.4608 1.5814 -0.001 0.184 -0.006
H 2.4912 -1.1392 -0.0736 -0.057 0.076 0.102
H 0.6784 -0.4268 -2.7043 0.090 -0.166 0.087

Record 4
22
Properties=species:S:1:pos:R:3:forces:R:3 method="wB97M-V/def2-TZVPD" total_charge=0 e_lumo_ev=0.4 homo_ev=-9.113 homo_lumo_gap_ev=9.50 smiles="C/C=C/O.O.O.O.O" e_above_lowest_ev=2.4168
O 3.4120 -1.2309 0.8702 -0.030 -0.429 1.822
O -2.2990 2.4055 1.0092 3.903 1.091 0.432
O -0.7350 2.1080 -1.0648 -1.117 1.052 1.112
O -0.1618 -2.0468 1.6743 2.416 -5.085 1.949
O -1.7677 0.0242 1.8517 2.423 3.136 -0.027
C -0.2321 0.8760 -1.0166 1.164 -2.413 1.790
C 0.4656 0.1280 -1.8762 -0.105 0.632 0.087
C 0.9559 -1.2780 -1.6547 -0.135 2.208 3.002
H 3.0591 -0.4276 1.2753 0.135 -0.132 -0.629
H -2.3596 -0.6522 1.8591 -2.740 -2.921 0.065
H -0.4242 -1.2170 1.4830 -1.369 4.574 -0.610
H 0.1502 -1.9411 -1.6433 -1.102 -1.312 0.440
H -1.6460 2.3924 0.2290 -0.947 0.179 1.253
H -3.0808 2.1895 0.6165 -3.671 -0.592 -1.704
H -0.4340 0.5735 0.0657 0.270 -0.399 -1.814
H 3.5286 -1.1381 -0.0553 0.032 0.600 -1.124
H -2.1863 0.8728 1.5630 0.414 -0.460 0.403
H 1.5773 -1.2965 -0.7371 -0.835 -0.508 -0.194
H -0.6162 2.7428 -1.7327 0.777 0.574 -1.909
H 0.8282 0.4825 -2.8204 -0.446 0.824 -0.524
H 0.3768 -2.0269 2.5051 -0.852 0.174 -1.305
H 1.5890 -1.5399 -2.4010 1.814 -0.793 -2.515

Record 5
42
Properties=species:S:1:pos:R:3:forces:R:3 method="wB97M-V/def2-TZVPD" total_charge=-2 e_lumo_ev=2.9 homo_ev=-0.073 homo_lumo_gap_ev=3.01 e_above_lowest_ev=3.1916
Hf -0.7309 -0.1416 -0.4839 4.636 -3.397 -1.298
S 1.7103 -0.6193 -3.1690 4.064 -5.653 -2.438
S 2.3912 -1.1801 1.3336 1.556 -3.269 0.116
S -0.2567 -3.7147 -1.1040 2.477 -2.231 -2.161
F 3.3675 0.8500 2.8179 0.129 1.082 0.151
F 4.8639 -0.3116 1.8429 1.188 0.195 -0.208
F 3.5994 1.0151 0.6068 0.934 0.567 0.827
O 1.0210 -3.7367 -1.7953 -1.282 0.073 -0.015
O -2.9856 -0.7479 0.2564 -0.756 0.515 -0.059
O -0.2135 -4.6859 -0.0213 -1.160 0.211 1.223
O -0.8849 -1.1566 1.7073 -0.538 -0.205 0.481
O -1.4673 -3.8914 -1.9507 -0.571 0.181 -0.442
O 1.9705 -1.7249 2.6453 0.304 1.425 -1.182
O 1.3143 -0.5371 0.5806 -0.781 1.502 -0.233
O 0.5775 -0.3172 -2.2228 -3.651 1.818 3.611
O -0.4592 -2.3124 -0.5896 -0.990 4.419 2.494
O 2.8640 -1.2147 -2.5048 1.080 2.609 2.526
O 2.0475 0.5714 -3.9416 -0.860 1.323 0.102
O -2.0524 -1.2159 -2.2414 -0.474 0.934 -0.073
O 3.1794 -2.1061 0.5315 -0.756 1.444 1.185
O -1.8592 1.5494 -1.7922 -0.583 -0.120 0.216
O -1.2844 1.6374 1.0544 0.103 -1.510 -1.484
O 1.3572 -1.8139 -3.9481 -2.859 1.453 -1.911
O 0.8334 1.9318 -0.7817 -0.579 0.539 0.080
C -1.6042 2.6198 1.9949 0.369 -1.121 -1.235
C 3.6857 0.2199 1.6904 -3.385 -2.123 -1.035
C -0.4196 3.4698 2.3844 -0.056 0.386 0.816
H -2.0120 2.1643 2.9039 -0.335 0.045 0.165
H 0.4062 2.8875 2.7943 0.166 -0.258 -0.672
H 1.7721 2.1286 -0.8542 0.244 -0.725 -0.238
H -2.5536 1.9943 -1.2960 0.114 0.036 0.363
H -2.3491 3.2457 1.4907 -0.421 0.465 0.607
H -2.9246 -1.0367 -2.5976 0.006 0.251 0.012
H -1.8971 -2.1731 -2.4168 0.787 -0.916 0.491
H -0.6817 4.0864 3.2500 -0.294 0.376 -0.120
H -1.3781 -0.9481 2.5035 0.034 0.500 -0.052
H -0.1412 4.1331 1.5653 0.396 -0.128 0.029
H -3.2759 -1.6274 0.5169 0.551 -0.392 -0.290
H -1.5388 2.2089 -2.4144 0.620 -0.361 -0.233
H 0.4201 2.7726 -0.5688 -0.147 -0.079 0.381
H -3.7344 -0.1754 0.4413 0.159 0.302 0.060
H -0.6769 -2.0974 1.7820 0.561 -0.161 -0.561

Record 6
23
Properties=species:S:1:pos:R:3:forces:R:3 method="wB97M-V/def2-TZVPD" total_charge=+1 e_lumo_ev=-3.0 homo_ev=-12.242 homo_lumo_gap_ev=9.22 e_above_lowest_ev=2.4532
O 1.1011 1.0911 2.1378 -0.942 0.771 -0.701
O 2.4075 0.4756 -1.8911 -0.376 0.296 0.708
O 3.1037 -1.9983 -1.4110 -1.225 0.254 0.388
N 0.2618 0.4263 -0.2359 -0.553 -0.197 -4.012
N -2.2789 1.3688 0.8917 -5.901 -1.992 1.986
C -1.0081 -0.3548 -0.1351 0.393 0.176 0.073
C -3.3477 -0.8641 0.5279 0.189 -0.261 0.904
C -2.1392 0.1023 0.4377 0.127 -1.122 -0.968
H 0.5636 0.5052 -1.3602 0.008 -0.559 3.666
H 3.9038 -2.0457 -1.8694 2.180 0.818 -1.969
H -1.5987 2.0058 0.9400 3.233 2.582 0.207
H 2.2649 0.3561 -2.8122 -0.033 0.362 -1.608
H -4.2791 -0.3935 0.1232 0.793 -0.269 0.587
H -3.1055 1.5952 1.5526 2.019 -0.677 -1.763
H -0.9144 -1.2889 -0.6616 -0.170 -0.098 0.201
H -3.2306 -1.8726 -0.0012 0.272 1.650 0.723
H 3.2752 -2.7804 -0.9290 -0.763 -1.550 1.634
H 2.5818 -0.4403 -1.6351 0.283 -0.244 0.495
H 1.2051 0.6091 2.9614 0.892 -0.234 -0.341
H -3.4280 -1.0779 1.6575 -0.346 0.230 -1.708
H 1.7448 0.9987 1.4192 0.679 -0.141 1.785
H 1.0082 0.0172 0.3381 -0.448 -0.141 -0.745
H 0.2006 1.3992 0.0172 -0.311 0.346 0.459